# 1
Density functional theory data (ωB97M-V/def2-TZVPD) for 2 unconnected molecules or ions with the total composition C14H16 at a distorted geometry.

```
30
Properties=species:S:1:pos:R:3:forces:R:3
C 2.017 -1.191 2.830 -1.3731 -1.0994 0.2218
C -1.810 -2.441 1.193 -0.5190 0.9723 -0.8190
C -1.719 -1.908 2.458 -0.5943 0.7133 1.9000
C -0.656 -2.446 0.417 0.4779 -1.2528 -1.6872
C -0.501 -1.614 3.060 1.6529 -1.2288 -1.3834
C 0.551 -2.055 0.909 1.5235 0.8691 2.2185
C 0.673 -1.700 2.273 -0.3814 1.7920 -0.2835
H -2.777 -2.638 0.724 0.3150 -0.1230 0.2845
H -2.544 -1.567 3.121 -0.0644 -1.0519 -0.9256
H -0.560 -2.835 -0.617 -0.9389 0.2731 0.5833
H -0.408 -1.554 4.135 -0.1829 0.7797 0.0463
H 1.508 -1.975 0.375 -0.7709 -0.3612 -0.3937
H 2.734 -1.907 2.480 0.7534 -0.6350 0.5504
H 1.827 -1.183 3.909 0.9273 -0.0632 -0.0562
H 2.459 -0.246 2.527 -0.8279 0.4331 -0.2955
C 2.153 2.000 -2.176 1.0471 -0.0113 -0.8655
C -1.336 0.556 -1.921 0.1336 -0.3488 1.1795
C 0.035 0.600 -2.071 0.2994 0.7638 -0.6119
C -2.145 1.670 -1.783 -0.3162 0.7756 0.1383
C 0.666 1.860 -2.130 -0.2212 -1.0534 1.0161
C -1.548 2.940 -1.812 -0.0157 -1.5642 0.1200
C -0.158 2.943 -1.904 -0.4167 2.5154 -1.7144
H -1.699 -0.394 -1.579 -0.6500 -0.5204 -0.6163
H 0.532 -0.364 -2.198 0.3171 0.4562 0.2424
H -3.210 1.497 -1.613 0.2449 0.3070 -0.0548
H -2.073 3.895 -1.745 -0.0040 -0.5086 0.0013
H 2.564 2.065 -3.187 -0.3939 -0.2490 -0.4008
H 2.646 1.115 -1.766 -0.0710 0.1857 0.2686
H 0.187 3.965 -2.146 0.6304 -0.5603 0.7620
H 2.596 2.912 -1.761 -0.5811 -0.2052 0.5746
```
Forces are in eV/Å.

Summary:
HOMO (eV): -8.9
Calculated total energy (eV): -14776.2826
SMILES string: Cc1ccccc1.Cc1ccccc1
Energy above the lowest of the compared OMol25 structures with the same formula, charge and spin (eV): 1.483
Net charge: 0


# 2
Density functional theory data (ωB97M-V/def2-TZVPD) for 2 unconnected molecules or ions with the total composition C14H16 at a distorted geometry.

```
30
Properties=species:S:1:pos:R:3:forces:R:3
C 1.533 3.393 -0.023 -0.5003 -0.8288 0.4509
C -0.919 0.988 -1.689 -0.1501 0.1140 -0.0665
C -0.280 1.742 -0.716 -0.5503 -0.7203 0.1003
C -0.694 1.189 -3.053 -0.0795 0.9278 1.0400
C 0.728 2.631 -1.035 -0.2319 0.6339 -0.6392
C 0.073 2.320 -3.371 0.9426 -1.6115 -0.2452
C 0.888 2.906 -2.400 -0.9907 0.4821 0.1018
H -1.649 0.313 -1.261 -0.0494 -0.3534 -0.6188
H -0.699 1.536 0.267 0.7800 0.3716 0.2960
H -1.149 0.555 -3.796 -0.1918 0.1497 -0.1712
H 0.205 2.548 -4.421 0.0529 0.2950 0.0495
H 2.066 2.662 0.593 0.4733 0.2367 -0.2065
H 0.885 3.884 0.710 -0.0024 0.3192 -0.3050
H 1.513 3.742 -2.677 0.2944 -0.0518 -0.1213
H 2.187 4.092 -0.534 0.1818 0.0701 0.3282
C -1.804 -2.435 3.154 -1.0076 1.1768 2.0367
C 0.611 -2.355 2.373 -0.5502 0.1980 -0.3154
C -0.755 -2.250 2.137 -0.6508 -1.0361 -2.0228
C 1.529 -2.383 1.310 -0.0695 -0.2749 1.1138
C -1.189 -2.282 0.787 1.0837 1.3505 -0.2986
C 1.117 -2.177 0.013 -0.6557 0.0336 0.0224
C -0.262 -2.096 -0.229 0.4321 -0.0598 0.0132
H 0.917 -2.423 3.407 0.3270 -0.1119 0.0188
H 2.544 -2.649 1.582 0.1856 0.4189 -0.3008
H -1.511 -2.021 4.131 0.5903 -0.9742 0.1203
H -2.157 -3.467 3.200 0.2537 -0.0013 0.3163
H -2.212 -2.229 0.439 -0.2849 -0.1433 0.6931
H 1.822 -2.076 -0.798 0.0673 -0.0855 -0.0434
H -0.619 -1.844 -1.219 0.0655 -0.3414 -0.1105
H -2.719 -1.815 3.117 0.2346 -0.1835 -1.2362
```
Forces are in eV/Å.

Summary:
HOMO (eV): -8.9
Calculated total energy (eV): -14776.7524
SMILES string: Cc1ccccc1.Cc1ccccc1
Energy above the lowest of the compared OMol25 structures with the same formula, charge and spin (eV): 1.013
Net charge: 0


What did the first record say?
Density functional theory data (ωB97M-V/def2-TZVPD) for 2 unconnected molecules or ions with the total composition C14H16 at a distorted geometry.

```
30
Properties=species:S:1:pos:R:3:forces:R:3
C 2.017 -1.191 2.830 -1.3731 -1.0994 0.2218
C -1.810 -2.441 1.193 -0.5190 0.9723 -0.8190
C -1.719 -1.908 2.458 -0.5943 0.7133 1.9000
C -0.656 -2.446 0.417 0.4779 -1.2528 -1.6872
C -0.501 -1.614 3.060 1.6529 -1.2288 -1.3834
C 0.551 -2.055 0.909 1.5235 0.8691 2.2185
C 0.673 -1.700 2.273 -0.3814 1.7920 -0.2835
H -2.777 -2.638 0.724 0.3150 -0.1230 0.2845
H -2.544 -1.567 3.121 -0.0644 -1.0519 -0.9256
H -0.560 -2.835 -0.617 -0.9389 0.2731 0.5833
H -0.408 -1.554 4.135 -0.1829 0.7797 0.0463
H 1.508 -1.975 0.375 -0.7709 -0.3612 -0.3937
H 2.734 -1.907 2.480 0.7534 -0.6350 0.5504
H 1.827 -1.183 3.909 0.9273 -0.0632 -0.0562
H 2.459 -0.246 2.527 -0.8279 0.4331 -0.2955
C 2.153 2.000 -2.176 1.0471 -0.0113 -0.8655
C -1.336 0.556 -1.921 0.1336 -0.3488 1.1795
C 0.035 0.600 -2.071 0.2994 0.7638 -0.6119
C -2.145 1.670 -1.783 -0.3162 0.7756 0.1383
C 0.666 1.860 -2.130 -0.2212 -1.0534 1.0161
C -1.548 2.940 -1.812 -0.0157 -1.5642 0.1200
C -0.158 2.943 -1.904 -0.4167 2.5154 -1.7144
H -1.699 -0.394 -1.579 -0.6500 -0.5204 -0.6163
H 0.532 -0.364 -2.198 0.3171 0.4562 0.2424
H -3.210 1.497 -1.613 0.2449 0.3070 -0.0548
H -2.073 3.895 -1.745 -0.0040 -0.5086 0.0013
H 2.564 2.065 -3.187 -0.3939 -0.2490 -0.4008
H 2.646 1.115 -1.766 -0.0710 0.1857 0.2686
H 0.187 3.965 -2.146 0.6304 -0.5603 0.7620
H 2.596 2.912 -1.761 -0.5811 -0.2052 0.5746
```
Forces are in eV/Å.

Summary:
HOMO (eV): -8.9
Calculated total energy (eV): -14776.2826
SMILES string: Cc1ccccc1.Cc1ccccc1
Energy above the lowest of the compared OMol25 structures with the same formula, charge and spin (eV): 1.483
Net charge: 0


Q: What is the formula in the first record?
A: C14H16


Q: What is the formula in the first record?
A: C14H16